# 1
DFT (ωB97M-V/def2-TZVPD) results for an isolated molecule of C3H3IO in a non-equilibrium geometry.

XYZ file:
```
8
Properties=species:S:1:pos:R:3:forces:R:3:lowdin_charge:R:1
H 0.557726 -1.754767 1.087388 0.3 0.2 0.9 0.061
H -2.398551 1.991089 0.374672 0.2 0.3 -0.2 0.021
H 0.571626 -0.624182 -1.440854 -0.2 1.1 1.7 0.106
O 0.217237 -1.615815 0.213187 -1.0 -0.8 0.1 -0.123
C 0.456039 -0.379691 -0.299660 -3.7 1.1 -3.2 -0.830
C -1.500686 1.483614 0.103850 0.7 -0.5 0.3 0.083
C -0.536549 0.773483 -0.078514 0.3 -2.2 -0.2 -0.150
I 2.633155 0.126269 0.039931 3.4 0.9 0.6 0.833
```
Positions in Å, forces in eV/Å.

Output
- Energy relative to the best compared isomer or geometry (same formula, charge and spin): 31.5 kcal/mol
- E_HOMO (alpha / beta): -5.993 / -9.806 eV
- 2S+1: 3
- <S²>: 2.0072

---

# 2
DFT (ωB97M-V/def2-TZVPD) results for an isolated molecule of C5H6OSi in a non-equilibrium geometry.

XYZ file:
```
13
Properties=species:S:1:pos:R:3:forces:R:3:lowdin_charge:R:1
C 2.206507 1.190096 0.394628 -2.7 -1.3 -0.9 -0.087
C 2.071932 2.502866 0.373871 -0.1 1.5 0.0 -0.159
H -2.672030 -1.199735 0.967600 -1.2 1.1 2.7 -0.106
H 3.108148 0.627763 0.443592 0.9 0.5 0.3 0.096
H 1.461454 -0.771512 -0.117773 -0.2 0.6 0.5 0.097
H -0.873102 1.294356 -0.587642 1.2 0.1 0.6 0.094
H -1.219300 -2.963007 0.253483 0.0 -0.5 0.3 -0.073
H -3.265771 -2.409641 -0.792183 -2.1 -1.2 -1.6 -0.125
O 1.897580 3.659754 0.358945 0.3 -1.6 0.1 0.190
C -0.299104 0.350329 -0.398004 -1.3 -0.6 -1.1 -0.235
Si -2.217961 -1.943342 -0.068583 3.4 0.4 -1.1 0.570
C 1.077079 0.251449 0.058522 -1.0 -0.6 -1.1 -0.085
C -1.275431 -0.589378 -0.886457 2.7 1.5 1.3 -0.175
```
Positions in Å, forces in eV/Å.

Output
- Energy relative to the best compared isomer or geometry (same formula, charge and spin): 55.3 kcal/mol
- E_HOMO (alpha / beta): -7.280 / -7.937 eV